No. 1
{
  "formula": "C4H5ClFNS",
  "method": "ωB97M-V/def2-TZVPD",
  "species": ["C", "N", "S", "C", "C", "C", "F", "Cl", "H", "H", "H", "H", "H"],
  "xyz": [[-2.976, -1.115, -0.131], [-1.548, -1.125, -0.001], [-0.958, 0.635, -0.101], [0.784, 0.477, -0.729], [1.675, 1.277, 0.425], [1.709, -0.198, 0.185], [1.016, -0.796, 1.280], [2.989, -1.036, -0.371], [-3.330, -2.136, -0.068], [-3.861, -0.251, -0.187], [0.810, 0.594, -1.783], [2.539, 2.097, 0.042], [1.150, 1.577, 1.439]],
  "forces_ev_per_a": [[4.5029, 0.8277, 0.8749], [-6.5593, 3.0268, -1.4675], [0.1764, -2.0971, -0.3848], [-2.3430, 1.5824, 3.3020], [1.1844, 2.2322, -0.9073], [-2.7636, 1.6465, 2.6873], [1.2905, -0.2548, -1.1744], [2.3875, -1.7038, -0.8446], [-0.2799, 0.0111, 0.0503], [3.0343, -1.8821, 0.0057], [0.8531, 0.0556, -0.5856], [-2.3725, -2.8337, 1.0434], [0.8890, -0.6108, -2.5994]],
  "nbo_charge": [-0.121, -0.482, 0.324, -0.387, -0.433, 0.191, -0.344, 0.098, 0.184, 0.198, 0.255, 0.246, 0.270],
  "total_energy_ev": -31789.444,
  "lumo_energy_ev": 0.40,
  "relative_energy_kcal_mol": 92.2,
  "smiles": "C=NS[C@H]1C[C@]1(F)Cl"
}

---

No. 2
{
  "formula": "C4H5ClN2",
  "method": "ωB97M-V/def2-TZVPD",
  "species": ["Cl", "N", "N", "C", "C", "C", "C", "H", "H", "H", "H", "H"],
  "xyz": [[2.485, -1.262, 1.505], [1.848, 0.284, 0.654], [0.558, 0.211, 0.388], [0.212, -0.095, -0.924], [-1.131, -0.124, -1.099], [-1.682, 0.173, 0.173], [-0.628, 0.436, 1.020], [2.551, 0.166, -0.362], [0.826, -0.303, -1.802], [-1.855, -0.317, -1.895], [-2.730, 0.183, 0.295], [-0.455, 0.648, 2.048]],
  "forces_ev_per_a": [[-0.4377, 0.4545, -0.3405], [5.0183, -0.0650, -0.8962], [-1.4482, -1.1416, -5.6648], [-0.4974, -0.9631, -2.4588], [-0.9913, 0.1765, 1.0990], [1.3499, 0.4118, 0.3190], [-0.0254, -0.1225, 1.7889], [-3.4028, 0.5812, 3.8086], [0.8668, 0.1679, 1.0072], [1.1691, -0.0172, -0.2529], [-0.7207, 0.2670, 0.8558], [-0.8806, 0.2505, 0.7348]],
  "nbo_charge": [-0.043, -0.343, -0.211, -0.088, -0.287, -0.281, -0.056, 0.411, 0.215, 0.235, 0.227, 0.222],
  "total_energy_ev": -19727.757,
  "lumo_energy_ev": -0.05,
  "relative_energy_kcal_mol": 96.6,
  "smiles": "ClNn1cccc1"
}

---

No. 3
{
  "formula": "C4H5ClN2O",
  "method": "ωB97M-V/def2-TZVPD",
  "species": ["C", "C", "C", "C", "N", "N", "O", "Cl", "H", "H", "H", "H", "H"],
  "xyz": [[0.333, 0.057, -0.612], [-2.275, 0.517, -0.390], [0.635, -1.178, 0.235], [1.334, 1.240, -0.309], [-2.157, -0.598, 0.138], [-1.739, -1.691, 0.274], [-0.428, -2.076, 0.144], [-2.844, 1.946, 0.326], [1.397, -1.738, -0.277], [0.868, -0.985, 1.302], [0.907, 2.151, -0.444], [2.149, 1.165, -1.011], [1.819, 1.190, 0.624]],
  "forces_ev_per_a": [[2.5570, 0.9455, 0.4802], [-0.8256, 0.1136, -1.1915], [-1.3521, 2.6487, -0.2440], [-0.6692, -4.1037, -0.2492], [0.6030, 3.5446, 0.3498], [-0.9629, -4.3507, 0.4203], [-0.2104, -0.8829, 0.2797], [0.4249, -0.2181, 0.5293], [0.9561, 0.0098, -0.1790], [0.2002, 0.0000, -0.4181], [-1.4312, 2.6010, -0.5494], [0.2110, -0.2336, -0.7956], [0.4991, -0.0742, 1.5675]],
  "nbo_charge": [0.188, 0.081, -0.302, -0.772, -0.150, 0.105, -0.344, 0.050, 0.264, 0.197, 0.233, 0.259, 0.192],
  "total_energy_ev": -21769.452,
  "lumo_energy_ev": [-0.75, -0.70],
  "relative_energy_kcal_mol": 230.3
}

---

No. 4
{
  "formula": "C4H5ClN2S",
  "method": "ωB97M-V/def2-TZVPD",
  "species": ["C", "C", "C", "C", "N", "N", "S", "Cl", "H", "H", "H", "H", "H"],
  "xyz": [[0.286, 0.771, -1.412], [-2.222, -0.337, -1.904], [-0.448, 0.529, -0.124], [0.052, -0.652, 0.669], [0.448, -0.065, -2.368], [0.824, -0.791, -3.183], [-2.354, 0.455, -0.486], [-3.664, -0.615, -2.735], [0.467, 1.767, -1.543], [-0.194, 1.384, 0.498], [-0.196, -0.581, 1.752], [1.192, -0.587, 0.548], [-0.209, -1.636, 0.245]],
  "forces_ev_per_a": [[-1.2986, -1.0097, 1.9230], [0.3922, -0.3528, -0.3925], [-0.0884, -0.5839, -0.8065], [1.6995, -0.6471, 0.1284], [2.1890, -2.3888, -2.3650], [-1.4347, 1.8835, 1.9731], [0.7632, 0.4738, 0.9713], [-0.6316, -0.0669, -0.0759], [0.7857, 2.2627, -1.1821], [-0.7050, 0.4208, -0.1347], [0.0206, -0.2224, -0.8206], [-1.4855, -0.1821, 0.5445], [-0.2063, 0.4127, 0.2371]],
  "nbo_charge": [-0.275, -0.425, -0.296, -0.635, 0.075, -0.002, 0.376, 0.051, 0.224, 0.231, 0.222, 0.228, 0.226],
  "total_energy_ev": -30562.200,
  "lumo_energy_ev": -0.12,
  "relative_energy_kcal_mol": 108.3
}

---

No. 5
{
  "formula": "C4H5ClO",
  "method": "ωB97M-V/def2-TZVPD",
  "species": ["C", "C", "C", "O", "C", "Cl", "H", "H", "H", "H", "H"],
  "xyz": [[0.744, 0.919, 0.638], [-0.058, -0.158, -0.067], [-0.405, 0.170, -1.453], [0.084, 1.136, -2.009], [-0.388, -1.269, 0.581], [-1.240, -2.644, 0.008], [1.143, 0.572, 1.594], [1.508, 1.363, 0.016], [-0.026, 1.668, 0.959], [-1.180, -0.410, -1.937], [-0.183, -1.348, 1.669]],
  "forces_ev_per_a": [[-1.6139, 0.1401, 1.0979], [0.9471, 0.1448, 0.2467], [0.2868, 0.9276, -0.2771], [-0.2800, -0.5816, 0.0992], [-0.0589, 0.0723, 1.3530], [-0.1320, 0.0544, -0.3518], [0.2416, -0.2085, -0.2794], [-0.0343, 0.0767, -0.0889], [0.8659, -0.0401, -0.5436], [-0.2989, -0.5165, -0.3155], [0.0766, -0.0692, -0.9405]],
  "nbo_charge": [-0.625, -0.155, 0.391, -0.509, -0.157, 0.021, 0.214, 0.247, 0.224, 0.133, 0.217],
  "total_energy_ev": -18797.976,
  "lumo_energy_ev": -0.04,
  "relative_energy_kcal_mol": 5.2,
  "smiles": "C/C(C=O)=C/Cl"
}

---

No. 6
{
  "formula": "C4H5ClO",
  "method": "ωB97M-V/def2-TZVPD",
  "species": ["C", "C", "C", "O", "C", "Cl", "H", "H", "H", "H", "H"],
  "xyz": [[0.683, -0.926, 0.715], [-0.112, 0.007, -0.150], [-1.384, 0.507, 0.320], [-2.080, -0.045, 1.129], [0.371, 0.711, -1.184], [1.932, 0.275, -1.825], [1.612, -0.514, 0.926], [0.723, -1.797, 0.188], [0.238, -1.061, 1.674], [-1.797, 1.473, -0.072], [-0.186, 1.370, -1.722]],
  "forces_ev_per_a": [[-1.8811, 1.7332, 0.0521], [1.1121, 1.7484, 0.3006], [-1.8455, 0.7162, 0.0434], [-0.0835, -0.5709, 0.7032], [1.8225, -3.2780, 1.4058], [-0.3495, 0.4750, -0.0810], [2.0108, 0.5795, -0.1125], [0.6426, -2.7568, -0.9896], [-0.8264, -0.2962, 0.4781], [0.6348, -0.3092, -0.3518], [-1.2368, 1.9587, -1.4483]],
  "nbo_charge": [-0.638, -0.123, 0.391, -0.518, -0.125, -0.003, 0.228, 0.229, 0.238, 0.114, 0.208],
  "total_energy_ev": -18797.737,
  "lumo_energy_ev": 0.15,
  "relative_energy_kcal_mol": 10.7,
  "smiles": "C/C(C=O)=C\\Cl"
}

---

No. 7
{
  "formula": "C4H5ClO2P",
  "method": "ωB97M-V/def2-TZVPD",
  "species": ["C", "C", "Cl", "C", "C", "P", "O", "O", "H", "H", "H", "H", "H"],
  "xyz": [[1.047, -1.726, -0.254], [1.211, -0.422, 0.068], [2.771, 0.293, 0.372], [0.102, 0.412, -0.041], [0.185, 1.890, -0.442], [-1.612, -0.096, 0.383], [-2.468, 1.111, 0.449], [-2.005, -1.316, -0.311], [1.757, -2.490, -0.268], [0.110, -1.794, -0.611], [-0.780, 2.358, -0.147], [1.011, 2.330, -0.991], [-1.329, -0.551, 1.793]],
  "forces_ev_per_a": [[2.2177, 2.8089, 1.2814], [1.3487, -2.6869, -1.1394], [0.3632, -0.0312, 0.3027], [-1.0175, 8.5182, -1.7385], [-1.5352, -6.1964, 2.1034], [0.6146, 0.4958, 3.3522], [-0.2139, 0.6438, -0.1902], [-0.3659, -1.7405, -1.6572], [1.0730, -0.8975, 0.0302], [-3.2365, -1.5643, -0.9887], [0.8591, 0.1120, -0.9066], [0.0562, 0.0335, 0.5145], [-0.1634, 0.5046, -0.9637]],
  "nbo_charge": [-0.391, -0.067, -0.055, -0.445, -0.379, 2.064, -1.172, -1.175, 0.190, 0.244, 0.251, 0.187, -0.253],
  "total_energy_ev": -30135.866,
  "lumo_energy_ev": 3.23,
  "relative_energy_kcal_mol": 20.9,
  "total_charge": -1,
  "smiles": "C=C(Cl)C(=C)[P@@H](=O)[O-]"
}

---

No. 8
{
  "formula": "C4H5ClO2P",
  "method": "ωB97M-V/def2-TZVPD",
  "species": ["C", "C", "C", "C", "O", "O", "P", "Cl", "H", "H", "H", "H", "H"],
  "xyz": [[-0.552, -2.612, -0.984], [1.841, -0.327, 0.761], [-0.268, 0.410, -0.099], [1.109, 0.236, -0.193], [-2.986, 1.380, -0.308], [-0.990, 0.558, 1.257], [-1.591, 1.524, 0.071], [1.632, 0.711, -1.768], [-0.308, -2.086, -0.014], [-1.055, -1.717, -1.462], [2.952, -0.343, 0.582], [1.462, -0.475, 1.707], [-1.246, 2.744, 0.452]],
  "forces_ev_per_a": [[-0.2297, 1.2435, 0.3578], [4.0264, 0.3196, -1.7551], [-2.2623, 1.2383, -0.4235], [-2.1084, 0.5936, 0.3388], [-1.3942, 0.3497, -0.8232], [0.0916, 0.4451, -0.3112], [2.5355, -4.0167, 0.8714], [0.8594, -0.0155, -0.5828], [-0.0885, -0.7067, -0.4359], [0.2299, -0.8308, 0.0699], [-1.2106, -0.2854, 0.4289], [-0.8491, -0.4136, 1.7826], [0.4001, 2.0789, 0.4824]],
  "nbo_charge": [-0.216, -0.631, -0.429, -0.075, -1.093, -0.837, 1.878, -0.040, 0.099, 0.097, 0.186, 0.210, -0.148],
  "total_energy_ev": -30129.759,
  "lumo_energy_ev": [2.87, 2.91],
  "relative_energy_kcal_mol": 161.7,
  "total_charge": -1
}

---

No. 9
{
  "formula": "C4H5ClS2",
  "method": "ωB97M-V/def2-TZVPD",
  "species": ["C", "C", "C", "Cl", "S", "C", "S", "H", "H", "H", "H", "H"],
  "xyz": [[1.302, -0.958, -0.075], [0.420, 0.185, 0.441], [0.783, 1.441, 0.357], [-0.189, 2.797, 0.798], [-1.132, -0.333, 1.099], [-2.204, -0.384, -0.277], [-2.021, 0.011, -1.834], [2.232, -0.731, -0.616], [1.521, -1.717, 0.743], [0.682, -1.464, -0.801], [1.787, 1.674, -0.003], [-3.181, -0.520, 0.168]],
  "forces_ev_per_a": [[-0.1911, -0.7180, 0.9156], [0.6683, -1.5249, -0.4805], [0.5938, 0.8831, -0.0314], [0.1570, -0.1366, -0.0512], [-0.1463, 0.0090, -0.2526], [0.2157, 0.9604, 0.3069], [0.2300, -0.3077, 0.3654], [-0.2963, 0.5261, 0.5150], [-0.2329, 1.0131, -0.9049], [-0.1936, -0.4160, -0.2667], [-0.4263, 0.1944, 0.0606], [-0.3782, -0.4829, -0.1763]],
  "nbo_charge": [-0.639, -0.210, -0.183, 0.018, 0.363, -0.496, 0.032, 0.227, 0.225, 0.231, 0.224, 0.209],
  "total_energy_ev": -38420.750,
  "lumo_energy_ev": -0.25,
  "relative_energy_kcal_mol": 17.0,
  "smiles": "C/C(=C/Cl)SC=S"
}

---

No. 10
{
  "formula": "C4H5CoLiO3",
  "method": "ωB97M-V/def2-TZVPD",
  "species": ["O", "Li", "O", "C", "C", "H", "H", "H", "O", "C", "C", "Co", "H", "H"],
  "xyz": [[-1.513, -0.505, -1.199], [-1.140, -2.249, 0.208], [-2.498, -1.386, -0.639], [-1.376, 0.623, -0.470], [-0.122, 1.206, -0.093], [0.067, 2.252, 0.215], [-2.360, 1.100, -0.571], [-1.339, 1.588, 0.573], [2.703, -0.174, -0.544], [2.062, -0.923, 0.299], [0.794, -0.592, 0.724], [1.879, 1.500, -0.854], [0.268, -0.617, 1.678], [2.576, -1.821, 0.673]],
  "forces_ev_per_a": [[1.8644, -0.6883, 1.3449], [-0.5676, -0.3529, -0.3121], [0.2011, 0.5494, 0.0022], [-0.0838, 1.2286, -2.0969], [-1.8205, -0.1305, -0.4784], [-0.9752, 0.3284, 0.0243], [-0.1472, 0.6423, 0.8177], [1.9882, -1.2781, 0.2737], [-0.7538, -1.2331, 0.9335], [1.5875, 0.1278, -0.9571], [-1.0320, 1.7948, 0.8579], [-0.5647, -0.3796, -0.0141], [0.1495, -0.8223, -0.1893], [0.1541, 0.2136, -0.2064]],
  "lowdin_spin": [0.219, 0.006, 0.149, 0.208, 0.098, 0.013, 0.010, 0.016, 0.326, 0.196, 0.895, 2.812, 0.033, 0.018],
  "total_energy_ev": -48171.481,
  "lumo_energy_ev": [-10.17, -11.91],
  "relative_energy_kcal_mol": 207.5,
  "total_charge": 2,
  "s_squared": 8.8251,
  "multiplicity": 6
}